This record from the Open Molecules 2025 dataset describes a structure of composition C16H42LiO6Zn in a non-equilibrium geometry. The level of theory is ωB97M-V/def2-TZVPD.

Geometry as XYZ:
```
66
Properties=species:S:1:pos:R:3:forces:R:3:lowdin_charge:R:1
Li -3.30485 2.84303 -1.37281 0.58 -0.96 0.53 0.856
Zn -3.07045 -0.00927 -2.97224 1.86 -3.45 2.01 1.078
C -0.36865 0.34042 -0.42348 -0.29 0.31 0.26 -0.068
C -1.87951 0.11002 -0.35303 1.20 -1.62 -0.79 -0.365
O -2.57004 0.94954 -1.27788 -1.67 1.88 -1.89 -0.486
H 0.22402 -0.36927 0.15604 -0.39 -0.06 0.38 0.078
H -0.18444 1.33788 -0.02070 0.44 0.07 -0.27 0.076
H 0.02796 0.20429 -1.43092 -0.24 0.41 -0.17 0.052
H -2.24446 0.20429 0.66987 -0.30 0.30 -0.14 0.103
H -2.04664 -0.91201 -0.70433 -0.19 -0.18 0.46 0.080
C -0.55038 -2.86913 -2.69094 -0.98 -0.55 0.69 -0.078
C -2.07284 -3.12217 -2.79569 1.52 0.59 0.53 -0.370
O -2.78134 -1.94179 -3.06545 -1.58 2.82 -0.49 -0.385
H -0.17331 -2.46566 -3.62750 0.26 -0.27 0.05 0.061
H -0.10652 -3.81260 -2.36548 0.37 -0.09 -0.63 0.081
H -0.30725 -2.21236 -1.85193 -0.21 0.39 -0.18 0.049
H -2.41804 -3.52500 -1.83852 -0.13 0.04 0.08 0.097
H -2.24089 -3.90661 -3.53617 -0.25 0.30 -0.31 0.109
C -2.29438 2.03665 3.51130 -1.41 -0.04 0.04 -0.078
C -1.46863 2.24451 4.76490 -0.04 1.50 -1.74 -0.473
C -0.06422 1.73942 4.58715 -0.02 -0.40 1.04 -0.058
O -1.41062 3.68011 4.88582 -0.01 0.07 0.57 -0.065
H -3.26982 2.49019 3.70863 -0.09 -0.07 0.01 0.080
H -2.51029 0.99962 3.24415 0.34 -0.08 -0.06 0.064
H -1.91620 2.62507 2.67305 0.46 -0.30 -0.05 0.072
H -2.03153 1.89631 5.63020 0.46 -0.31 0.11 0.146
H -0.10681 0.65740 4.45855 0.47 -0.03 0.18 0.079
H 0.48013 2.05809 5.47866 0.27 -0.58 0.06 0.091
H 0.47358 2.18485 3.74796 -0.41 0.04 -0.28 0.080
H -0.57693 3.95497 4.49479 -0.01 0.17 0.07 0.076
C -1.34810 -2.37973 2.80757 0.48 -1.61 -0.70 -0.051
C -2.71792 -2.96499 2.39274 0.10 0.77 0.09 -0.498
C -2.70810 -4.36026 1.77717 1.04 0.56 0.30 -0.043
O -3.66608 -2.82255 3.43641 -0.37 0.27 0.12 -0.048
H -1.39077 -1.29727 2.89573 0.03 -0.09 0.56 0.052
H -0.56622 -2.62719 2.07970 -0.33 0.31 -0.65 0.072
H -0.89920 -2.94522 3.62802 -0.49 0.58 0.75 0.083
H -3.06466 -2.24242 1.64869 -0.37 -0.22 -0.19 0.114
H -2.08083 -5.01844 2.38277 -0.16 -0.18 0.07 0.083
H -2.18842 -4.25274 0.82312 -0.22 -0.33 -0.19 0.066
H -3.70033 -4.78879 1.66320 -0.01 0.16 -0.08 0.084
H -3.54985 -3.45778 4.14915 0.31 -0.14 -0.14 0.094
C 1.32611 0.15016 -4.09924 -0.63 -0.57 1.26 -0.055
C 1.01517 1.65254 -4.23984 1.69 0.06 0.35 -0.486
C 2.26983 2.55059 -4.15047 -0.34 -0.62 0.21 -0.037
O 0.37013 1.78871 -5.49394 -0.41 0.59 0.12 -0.037
H 1.77481 -0.26312 -3.18909 0.53 0.94 0.29 0.074
H 1.90930 -0.30321 -4.89829 -0.26 0.43 -0.39 0.094
H 0.36477 -0.36180 -3.98260 -0.18 -0.07 -0.78 0.040
H 0.37498 2.02712 -3.43278 -0.32 -0.39 0.08 0.117
H 2.10194 3.62595 -4.20676 -0.40 -0.10 -0.53 0.079
H 2.99171 2.22325 -4.89745 0.17 0.20 0.08 0.088
H 2.66674 2.43335 -3.13948 0.30 -0.35 -0.11 0.060
H -0.55229 1.61506 -5.29302 -0.11 -0.06 -0.57 0.070
C 3.44068 0.77475 0.87027 0.17 -1.05 1.03 -0.071
C 4.16702 1.06077 -0.42726 -0.26 0.73 0.01 -0.517
C 5.11835 2.29770 -0.31580 -1.31 -1.86 0.51 -0.030
O 4.87175 -0.11273 -0.73313 0.52 -0.54 -0.16 -0.044
H 2.75352 1.49396 1.31559 0.13 0.44 -0.55 0.073
H 4.15897 0.52613 1.65715 0.26 0.29 -0.05 0.086
H 2.89566 -0.16970 0.79426 -0.19 0.08 -0.37 0.070
H 3.39245 1.15704 -1.20063 0.08 0.61 -0.14 0.108
H 5.80386 2.36392 -1.15779 -0.33 0.45 -0.20 0.076
H 5.71328 2.06906 0.56893 0.08 0.43 0.08 0.081
H 4.41595 3.10987 -0.13455 0.68 0.62 -0.21 0.078
H 5.29914 0.03720 -1.58233 0.13 -0.19 0.03 0.093
```
Positions in Å, forces in eV/Å.

The calculation puts the total energy at -2872.761477 a.u. Its total charge is +1. The value obtained for the molar mass is 402.8 g/mol.

This record from the Open Molecules 2025 dataset describes a structure of composition C4H6N2S2 in a non-equilibrium geometry. The level of theory is ωB97M-V/def2-TZVPD.

Geometry as XYZ:
```
14
Properties=species:S:1:pos:R:3:forces:R:3:lowdin_charge:R:1
C -0.61938 -0.10732 0.08602 1.56 2.75 0.38 -0.800
C 3.13097 -0.90249 -0.05147 1.47 -1.45 -0.09 -0.202
C -0.36989 1.39592 0.04159 -0.97 1.20 -0.35 -0.145
C -1.58294 2.02286 -0.10349 -0.09 0.41 0.81 -0.009
H -3.27876 -2.42756 0.46627 2.25 0.78 -0.87 -0.081
H 4.14123 -0.43691 -0.03307 -0.88 -0.19 0.25 0.074
H 3.15763 -2.08126 -0.32256 -0.39 2.72 0.45 0.106
H 0.69690 1.90667 0.04565 -2.59 -1.37 -0.48 0.124
H -2.59713 1.58626 0.23407 2.14 0.15 -1.03 0.092
H -1.77966 3.00495 -0.52614 0.86 0.35 0.51 0.047
N -1.84719 -0.41425 0.05902 0.02 -3.64 0.23 -0.369
N 2.09309 -0.21330 0.22499 1.38 -0.22 -0.74 -0.357
S -1.92048 -2.17093 -0.04007 -2.74 -0.27 0.77 0.624
S 0.77562 -1.16265 -0.08081 -2.03 -1.23 0.17 0.897
```
Positions in Å, forces in eV/Å.

The value obtained for the relative energy (zero: lowest compared OMol25 entry of this formula, charge and spin) is 440.31 kJ/mol. The value obtained for the molar mass is 146.2 g/mol.